{"formula": "H27O13", "method": "ωB97M-V with the def2-TZVPD basis set", "e_tot_ha": -993.9751, "total_charge": 1, "homo_lumo_gap_ev": 11.0, "spin_multiplicity": 1, "e_above_lowest_kj_mol": 350.64, "homo_energy_ev": -13.65, "species": ["O", "H", "H", "O", "H", "H", "O", "H", "O", "H", "H", "O", "H", "H", "O", "H", "H", "O", "H", "H", "O", "H", "H", "O", "H", "H", "O", "H", "H", "O", "H", "H", "O", "H", "H", "O", "H", "H", "H", "H"], "coordinates": [[-2.167, 2.174, 2.435], [-3.091, 2.189, 2.127], [-1.804, 2.735, 3.111], [-1.532, -1.159, -1.190], [-0.526, -1.631, -1.056], [-1.672, -0.523, -0.220], [0.846, -3.775, 1.405], [2.545, -1.280, 1.105], [0.180, 3.805, -1.198], [0.683, 4.405, -1.726], [-0.602, 4.138, -0.974], [-2.944, 0.891, -0.608], [-2.570, 0.781, -1.526], [-3.906, 0.886, -0.883], [1.944, -0.239, 2.658], [2.201, 0.765, 2.563], [2.155, -0.643, 3.475], [1.439, -1.112, -2.946], [1.966, -1.110, -2.176], [1.515, -2.027, -3.285], [2.457, -1.971, 0.446], [2.793, -2.826, 0.682], [-2.060, -0.229, 2.258], [-0.156, 1.071, 0.270], [0.326, 1.348, 1.138], [-0.883, 1.649, 0.381], [0.068, -3.135, -0.928], [0.344, -3.231, -0.080], [0.136, -3.948, -1.242], [-0.859, 1.213, -2.062], [-0.178, 1.769, -1.699], [-0.602, 0.989, -2.994], [2.505, 2.474, 0.124], [1.635, 2.745, -0.366], [3.191, 2.666, -0.410], [-1.796, -0.494, 1.416], [-1.161, 0.155, 1.261], [-1.175, -0.415, -1.705], [0.832, -3.004, 1.994], [0.040, -4.306, 1.654]]}



{"formula": "H27O13", "method": "ωB97M-V with the def2-TZVPD basis set", "e_tot_ha": -993.9784, "total_charge": 1, "homo_lumo_gap_ev": 10.2, "spin_multiplicity": 1, "e_above_lowest_kj_mol": 342.00, "homo_energy_ev": -13.41, "species": ["O", "H", "H", "O", "H", "H", "O", "H", "O", "H", "H", "O", "H", "H", "O", "H", "H", "O", "H", "H", "O", "H", "H", "O", "H", "H", "O", "H", "H", "O", "H", "H", "O", "H", "H", "O", "H", "H", "H", "H"], "coordinates": [[-0.686, -0.487, 0.385], [-1.951, -2.813, 0.452], [0.158, -0.287, 1.011], [2.120, 2.987, 0.258], [1.280, 3.481, 0.146], [1.363, -3.252, 2.784], [-0.347, 3.388, -0.799], [2.627, 0.778, -2.360], [0.721, -2.989, 2.178], [-2.055, 1.429, 1.071], [0.906, -3.458, 1.376], [1.351, 0.281, 1.730], [1.313, 1.308, 1.580], [0.909, 0.034, 2.542], [0.380, -1.202, -3.170], [0.317, -0.337, -3.691], [0.333, -2.052, -3.687], [-1.263, -2.880, -1.472], [-0.900, -3.650, -1.875], [-1.982, -2.467, -1.779], [2.276, 0.735, -1.448], [1.369, 0.945, -1.420], [-1.240, 0.474, -2.790], [-2.761, 1.842, 1.598], [-0.465, -0.742, -0.583], [-3.178, 2.362, 0.888], [2.236, -2.230, -0.483], [2.255, -1.263, -0.539], [3.240, -2.196, -0.243], [-2.053, -2.436, 1.396], [-1.219, -2.967, 1.656], [-1.523, -1.444, 1.036], [-0.499, 1.693, 3.151], [-0.522, 2.728, 3.410], [-1.385, 1.406, 2.997], [-1.279, 1.314, -2.873], [-2.104, 1.678, -2.421], [2.186, 2.691, -0.691], [-0.542, 3.234, -1.833], [-0.776, 4.245, -0.633]]}



{"formula": "H27O14", "method": "ωB97M-V with the def2-TZVPD basis set", "e_tot_ha": -1069.6040, "total_charge": -1, "homo_lumo_gap_ev": 8.7, "spin_multiplicity": 1, "e_above_lowest_kj_mol": 217.99, "homo_energy_ev": -6.69, "species": ["O", "H", "O", "H", "H", "O", "H", "H", "O", "H", "H", "O", "H", "H", "O", "H", "H", "O", "H", "H", "O", "H", "H", "O", "H", "H", "O", "H", "H", "O", "H", "H", "O", "H", "H", "O", "H", "H", "O", "H", "H"], "coordinates": [[4.543, -0.857, 1.658], [3.798, -0.534, 2.156], [2.551, 0.487, -0.107], [2.705, 0.647, -1.033], [1.568, 0.297, -0.005], [-2.201, -0.299, -0.043], [0.424, -1.403, 0.527], [-1.960, -0.727, -1.877], [-1.369, -0.520, -2.636], [-2.382, 2.374, -3.863], [-1.732, 0.384, -2.683], [1.960, -4.185, 0.981], [0.535, 0.955, -3.412], [1.410, -4.983, 1.102], [1.375, 1.332, 2.717], [0.445, 1.290, 2.331], [1.825, 1.389, 1.833], [-0.865, 2.985, -0.471], [-1.623, 2.662, -0.955], [-0.098, 2.766, -1.028], [0.208, -0.573, 0.089], [-0.995, -0.401, 0.079], [1.469, -3.553, 0.427], [-1.870, 2.344, -3.041], [-1.002, 2.634, -3.410], [-2.517, 0.572, -0.251], [-4.298, -1.590, 1.260], [-3.447, -1.676, 0.835], [-4.370, -1.096, 2.073], [-2.362, -4.035, 0.849], [-2.818, -3.186, 1.004], [-2.135, -3.896, -0.100], [0.749, 1.041, -2.481], [0.251, 0.314, -2.042], [4.358, -1.492, 0.979], [-1.275, 0.996, 2.383], [-1.518, 0.383, 1.664], [-1.400, 1.901, 2.127], [4.276, 2.644, 1.017], [3.623, 2.942, 0.384], [4.166, 1.667, 0.963]]}



{"formula": "H28HeO14", "method": "ωB97M-V with the def2-TZVPD basis set", "e_tot_ha": -1073.0640, "homo_lumo_gap_ev": 9.5, "spin_multiplicity": 1, "e_above_lowest_kj_mol": 66.88, "homo_energy_ev": -9.82, "species": ["He", "O", "H", "H", "O", "H", "H", "O", "H", "H", "O", "H", "H", "O", "H", "H", "O", "H", "H", "O", "H", "H", "O", "H", "H", "O", "H", "H", "O", "H", "H", "O", "H", "H", "O", "H", "H", "O", "H", "H", "O", "H", "H"], "coordinates": [[6.267, -23.449, 9.386], [7.363, -20.894, 7.766], [7.173, -20.413, 8.572], [6.570, -21.404, 7.599], [4.523, -24.247, 11.904], [5.450, -24.128, 12.112], [4.063, -23.986, 12.701], [6.265, -19.509, 9.857], [5.626, -20.221, 9.829], [6.310, -19.263, 10.781], [7.549, -24.017, 12.568], [8.188, -24.505, 13.088], [8.078, -23.476, 11.983], [5.018, -26.691, 8.306], [4.487, -27.437, 8.026], [4.512, -26.287, 9.010], [6.282, -21.555, 13.520], [6.682, -21.733, 14.372], [6.558, -22.288, 12.969], [3.142, -26.108, 10.321], [2.812, -26.894, 10.758], [3.761, -25.730, 10.945], [4.480, -21.620, 9.923], [3.779, -22.241, 9.727], [4.647, -21.734, 10.859], [6.684, -27.724, 10.549], [6.229, -27.329, 9.805], [6.340, -27.262, 11.313], [8.712, -22.270, 10.892], [8.655, -21.400, 11.286], [9.636, -22.508, 10.967], [3.981, -24.607, 6.745], [4.419, -25.329, 7.194], [3.055, -24.714, 6.965], [5.669, -22.274, 6.280], [5.200, -23.059, 6.564], [4.991, -21.602, 6.207], [9.197, -23.397, 8.325], [9.095, -23.267, 9.268], [8.564, -22.798, 7.930], [2.254, -23.238, 9.630], [2.670, -24.094, 9.729], [1.656, -23.345, 8.891]]}



{"formula": "H28NO12", "method": "ωB97M-V with the def2-TZVPD basis set", "e_tot_ha": -974.1552, "total_charge": 1, "homo_lumo_gap_ev": 9.6, "spin_multiplicity": 1, "e_above_lowest_kj_mol": 158.09, "homo_energy_ev": -12.82, "species": ["N", "H", "H", "H", "H", "O", "H", "H", "O", "H", "H", "O", "H", "H", "O", "H", "H", "O", "H", "H", "O", "H", "H", "O", "H", "H", "O", "H", "H", "O", "H", "H", "O", "H", "H", "O", "H", "H", "O", "H", "H"], "coordinates": [[-0.408, -0.193, 0.125], [-0.929, 0.047, 0.937], [-0.864, -0.313, -0.722], [0.073, -0.985, 0.280], [0.326, 0.494, 0.115], [-1.182, 1.741, 2.533], [-0.447, 2.196, 2.529], [-1.377, 1.189, 3.347], [1.622, -3.205, 0.575], [1.923, -4.132, 0.971], [1.885, -2.951, -0.296], [-1.488, -1.301, 3.040], [-1.969, -1.261, 3.870], [-0.655, -1.785, 3.481], [-2.658, -2.436, -0.889], [-2.389, -3.331, -0.845], [-2.476, -2.152, -1.847], [-2.747, 2.113, -1.693], [-2.480, 2.960, -1.390], [-1.933, 1.793, -1.914], [3.151, 0.030, -0.951], [3.076, -0.106, -0.012], [3.941, -0.482, -1.228], [-0.489, 1.043, -2.799], [-0.821, 1.316, -3.762], [0.206, 1.730, -2.568], [0.880, 2.799, 0.527], [0.044, 3.291, 0.637], [1.553, 3.444, 0.772], [1.603, 2.529, -2.201], [2.431, 2.025, -2.573], [1.661, 2.324, -1.211], [1.601, -1.864, -2.069], [2.061, -0.992, -1.773], [1.181, -1.493, -2.893], [-3.820, -1.381, 1.392], [-3.592, -1.493, 0.416], [-3.007, -1.480, 1.848], [2.130, 0.123, 1.694], [1.823, 0.744, 2.371], [2.560, -0.592, 2.176]]}



{"formula": "H28NeO14", "method": "ωB97M-V with the def2-TZVPD basis set", "e_tot_ha": -1199.1238, "homo_lumo_gap_ev": 9.1, "spin_multiplicity": 1, "e_above_lowest_kj_mol": 47.26, "homo_energy_ev": -9.71, "species": ["Ne", "O", "H", "H", "O", "H", "H", "O", "H", "H", "O", "H", "H", "O", "H", "H", "O", "H", "H", "O", "H", "H", "O", "H", "H", "O", "H", "H", "O", "H", "H", "O", "H", "H", "O", "H", "H", "O", "H", "H", "O", "H", "H"], "coordinates": [[-12.140, -10.822, -7.215], [-13.199, -11.366, -4.208], [-12.334, -11.706, -3.980], [-13.763, -11.642, -3.485], [-14.953, -8.615, -8.019], [-15.211, -7.773, -7.645], [-15.251, -9.263, -7.381], [-9.775, -7.994, -5.831], [-9.831, -7.946, -6.785], [-9.821, -7.083, -5.542], [-10.518, -12.127, -3.832], [-9.926, -11.375, -3.801], [-9.939, -12.887, -3.884], [-12.243, -8.451, -4.271], [-11.938, -8.535, -5.174], [-12.800, -9.217, -4.133], [-11.973, -13.821, -6.582], [-12.395, -14.092, -5.767], [-11.896, -14.627, -7.092], [-15.227, -11.295, -6.109], [-14.537, -11.133, -5.464], [-16.021, -11.407, -5.587], [-12.204, -12.264, -9.742], [-12.276, -13.102, -10.199], [-12.770, -12.359, -8.976], [-9.663, -11.462, -9.032], [-10.510, -11.885, -9.166], [-9.324, -11.854, -8.226], [-12.662, -8.176, -9.712], [-12.767, -7.272, -10.007], [-13.437, -8.346, -9.177], [-14.570, -13.148, -8.081], [-13.873, -13.553, -7.566], [-14.955, -12.497, -7.495], [-13.416, -10.316, -11.280], [-13.201, -9.489, -10.848], [-12.999, -10.985, -10.738], [-10.245, -8.774, -8.491], [-11.033, -8.488, -8.953], [-10.258, -9.728, -8.562], [-9.029, -13.127, -6.717], [-9.968, -13.307, -6.664], [-8.690, -13.371, -5.855]]}